111
Properties=species:S:1:pos:R:3 method="wB97M-V/def2-TZVPD" de_lowest_kj_mol=45.4 lumo_ev=-2.75 charge=+1 multiplicity=1 homo_lumo_gap_ev=6.8
H 3.1182 0.9549 -5.8171
H -5.3754 -0.2010 -0.7303
H -2.3758 3.9613 2.5839
H 1.3301 -2.6492 2.7457
C -3.9226 -0.2776 2.0517
C 3.1210 3.3152 2.9376
C 3.0738 0.9274 -2.4481
H 3.4950 -5.9338 -1.1172
C 0.9760 -5.0619 -0.7276
C -0.4410 1.6602 -2.6901
H 3.4701 -0.7386 -1.1947
C 2.0732 -3.0936 0.1573
H -4.5732 2.7527 2.9933
C -0.1135 -0.1606 4.2573
H 2.5010 4.1147 2.5367
C -4.7069 -1.0115 -4.4345
N 1.7399 1.6933 -0.5500
N 0.3488 -0.8901 3.2255
H 3.6536 -1.4272 -5.4244
H -5.1289 3.2264 1.3887
C -5.9525 -1.2792 -3.8840
H -2.9245 4.4333 0.9928
H -0.0546 -2.2635 -2.3598
C 4.4714 -3.0164 0.3192
H -4.0908 -1.0163 2.8366
C 3.4397 -4.9549 -0.6595
S 2.0741 1.8819 3.2481
C 1.0547 -2.5254 4.8429
C -5.1878 -0.4185 -1.7746
H 2.7093 2.4615 -3.9124
Y 0.6860 -0.1245 0.8500
Ge -0.9263 0.0165 -1.6367
H -4.8461 4.4465 2.6184
C 3.4912 -0.7652 -4.5848
Ge -2.3824 1.9681 1.0262
C 3.1921 0.5728 -4.8083
C 0.2561 3.1115 0.7113
N 0.6638 -2.1728 7.1875
H -1.0023 3.0505 -4.2628
H 3.8023 -2.2915 -3.1053
H -0.4343 2.4722 -1.9538
H -0.5576 0.7936 4.0108
H -0.8993 -0.7699 -4.8902
H -6.7326 -1.7197 -4.4903
O -0.4142 2.0002 1.0000
C 2.8394 5.2059 0.0717
C -2.8788 0.4629 -1.4622
C 1.5417 2.8846 0.0059
H -1.8014 -0.1836 2.3344
N 2.8154 1.8308 -1.3502
Cl 4.7537 3.5229 -2.0261
C -6.1878 -0.9862 -2.5490
C 3.2315 0.8764 4.1925
C 0.5634 -1.7561 5.9100
C -0.2558 -3.2020 0.1346
O 3.9451 5.6549 -0.0405
H 1.5360 -3.4774 5.0213
H 0.5909 1.5464 -3.0245
H 0.0866 -2.2153 -4.7650
H 5.5448 -4.7082 -0.4593
H -4.8006 0.3694 2.0154
H 1.0007 5.4061 0.6236
H -2.7371 -0.2582 -4.0913
H -1.9975 -3.1732 1.3592
H -4.5142 -1.2367 -5.4754
H 1.1173 -3.0393 7.4130
H -1.7012 -2.0892 -2.9240
H 0.7134 -0.6700 -4.2035
S 3.2093 -0.8176 1.3077
H -7.1528 -1.2003 -2.1084
H -4.2303 1.8685 -0.6896
C 3.3396 3.0741 -1.2227
C -0.0336 -0.5311 5.5755
C 3.3665 -0.3998 -2.2119
H 3.4840 1.3889 5.1193
C 2.9689 1.4262 -3.7412
H -1.1547 -5.0045 -0.6303
H 5.3757 -2.5004 0.6143
C -4.4701 3.5081 2.2118
C -1.5962 -2.6414 0.4933
C 3.5694 -1.2511 -3.2904
O -0.1884 4.2179 0.9162
N 0.8432 -2.5075 0.3809
C -0.2223 -4.4952 -0.4302
H 3.5411 3.6631 3.8798
C -1.3176 2.0831 -3.8639
H 4.1269 0.6716 3.6103
C -2.6405 0.5142 2.3177
H -2.3640 2.1805 -3.5711
H -0.4246 0.1264 6.3398
H 0.3372 -1.6048 7.9477
C -3.7036 -0.4594 -3.6550
H -2.2971 -2.7619 -0.3349
H -3.8706 -0.7975 1.0949
C -0.7404 -1.5704 -2.8560
C -3.2217 1.4536 -0.6192
H -1.2673 1.3709 -4.6876
C -3.0158 3.6593 1.7541
C -0.1844 -1.2900 -4.2510
C -3.9307 -0.1348 -2.3172
O 1.8398 5.9130 0.5880
C 3.2581 -2.4056 0.5543
C 2.1741 -4.3770 -0.4243
H 2.7445 -0.0697 4.4198
H -2.6673 0.9545 3.3171
C 4.5668 -4.2777 -0.2917
C 0.9319 -2.0611 3.5591
H 3.9235 3.0820 2.2396
H 1.0313 -6.0450 -1.1784
H -1.5799 -1.5767 0.7233
C 2.5384 3.8078 -0.3652